Density functional theory data (ωB97M-V/def2-TZVPD) for a structure of composition C3H7N2O.

```
13
Properties=species:S:1:pos:R:3:forces:R:3
C -2.541129 -0.546960 -0.086868 -2.9 -1.8 0.1
C -0.492285 0.635742 0.251137 8.4 0.2 -0.4
C 0.957837 -0.627075 0.018877 -0.6 2.4 3.8
N -1.578251 0.178590 0.062553 -1.7 1.3 -0.1
N 2.057311 0.174233 -0.288536 0.7 0.2 -0.2
O 0.067923 1.792398 0.510233 -1.9 -0.1 0.3
H -2.806722 -1.258030 0.644083 -0.1 -0.6 1.4
H -3.293674 -0.540216 -0.847465 0.4 0.5 -1.3
H 0.521884 -1.224049 -0.722205 -0.1 -1.0 -1.1
H 0.982536 -1.087619 1.103168 -0.1 0.8 -2.4
H 2.840316 0.451965 0.373937 -1.6 -1.1 -1.3
H 1.045782 1.803815 0.280605 -0.8 -0.9 0.1
H 2.238477 0.247203 -1.299525 0.3 0.1 1.0
```
Positions in Å, forces in eV/Å.

Properties
- multiplicity = 1
- frontier orbital gap (Ha) = 0.3337
- total charge = +1


Density functional theory data (ωB97M-V/def2-TZVPD) for the ion C3H7N2O with charge +1.

```
13
Properties=species:S:1:pos:R:3:forces:R:3
O -2.076463 -0.133215 -0.336760 -1.7 -0.8 0.2
C -0.928604 -0.020032 0.303333 3.4 -4.0 1.0
N 0.171575 -1.190214 -0.011414 -2.1 0.9 -0.2
C 1.398833 -0.689090 -0.187604 -1.4 1.0 1.0
C 1.383951 0.643240 -0.057162 0.5 -0.1 -1.0
N -0.092669 1.105807 -0.142664 0.8 2.5 1.2
H -2.646468 -0.746835 0.219039 0.5 1.2 -1.2
H -1.021081 -0.213394 1.393122 0.2 1.3 -0.4
H -0.053102 -2.116931 -0.284841 -0.6 -0.6 -0.2
H 2.228145 -1.357239 -0.257852 0.6 0.0 -0.1
H 2.287232 1.236405 -0.018777 -0.8 0.8 -0.2
H -0.208610 1.988520 0.421107 0.0 -1.3 0.1
H -0.442735 1.492974 -1.039523 0.5 -1.0 -0.3
```
Positions in Å, forces in eV/Å.

Properties
- SMILES string = O[C@H]1NC=C[NH2+]1
- multiplicity = 1
- frontier orbital gap (Ha) = 0.3532
- total charge = +1


Density functional theory data (ωB97M-V/def2-TZVPD) for the ion C3H7N2O2 with charge -1.

```
14
Properties=species:S:1:pos:R:3:forces:R:3
C 0.690287 -0.324510 1.574639 2.0 1.3 -1.6
N 0.044577 0.775358 0.906957 0.5 1.0 0.1
O 0.956242 1.396123 0.052758 -0.8 -0.5 0.0
C -1.036049 0.291407 0.066915 -0.5 0.1 0.6
C -0.382748 -0.418976 -1.165840 -1.1 1.5 0.3
N 0.946349 0.061152 -1.552592 -0.2 1.9 -2.5
O 0.909059 0.758984 -2.657506 0.0 -1.5 2.6
H 1.391590 -0.074589 2.344809 0.5 1.1 0.5
H -0.097567 -0.721726 2.088867 -1.8 -2.6 1.1
H 1.354092 -0.819477 0.834746 -0.9 -0.8 0.3
H -1.562925 1.214875 -0.252559 0.2 -0.7 -0.1
H -1.834651 -0.377630 0.647849 1.8 1.2 -1.1
H -0.251676 -1.424507 -0.944656 0.2 -2.1 0.6
H -1.126581 -0.336482 -1.944386 0.1 0.1 -0.8
```
Positions in Å, forces in eV/Å.

Properties
- SMILES string = CN([O-])CCN=O
- multiplicity = 1
- frontier orbital gap (alpha / beta) (Ha) = 0.2417 / 0.2416
- total charge = -1


The energy above the lowest of the compared OMol25 structures with the same formula, charge and spin results, record by record, are as follows: 358.64, 259.70, 663.06 kJ/mol.
The total energy results, record by record, are as follows: -8242.4220, -8243.4474, -10294.7629 eV.
The M results, record by record, are as follows: 87.10, 87.10, 103.10 g mol⁻¹.